12
Properties=species:S:1:pos:R:3 method="wB97M-V/def2-TZVPD" homo_ev="-7.75 / -7.75" mol_weight_g_mol=86.1 energy_ev=-8335.276 lumo_energy_ha="-0.0134 / -0.0134" spin_multiplicity=1
C -0.030 -0.882 1.254
C -0.344 0.680 -0.903
C 0.821 0.036 -1.129
C -1.049 1.769 -0.704
O 0.047 -2.186 1.138
O 1.424 -0.683 -0.240
H 0.966 -2.417 0.907
H -1.041 -0.506 1.182
H 0.692 -0.336 1.848
H 1.241 0.028 -2.142
H -0.601 2.761 -0.659
H -2.126 1.736 -0.551